(1)
98
Properties=species:S:1:pos:R:3:mulliken_charge:R:1 method="wB97M-V/def2-TZVPD" orbital_gap_ev=10.2 smiles="NC(N)=O.NC(N)=O.NC(N)=O.NC(N)=O.CC(C)O.CCO.CCO.CCO.CCO.CCO.CCO" e_tot_ev=-55123.61415 e_above_lowest_kj_mol=0.0 charge=0
C -12.06 -16.42 7.03 -1.450
C -13.29 -16.62 6.16 0.437
O -12.78 -17.01 4.91 -0.441
H -11.48 -17.34 7.04 0.322
H -12.37 -16.16 8.03 0.438
H -11.51 -15.53 6.71 0.291
H -13.93 -15.72 6.17 -0.042
H -13.95 -17.38 6.62 0.208
H -13.46 -17.22 4.25 0.057
C -17.19 -16.48 -2.81 -0.765
C -18.40 -16.18 -2.02 -0.223
O -18.64 -14.82 -1.85 -0.704
H -16.38 -16.06 -2.20 -0.047
H -17.17 -16.12 -3.82 0.299
H -16.91 -17.53 -2.83 0.397
H -18.31 -16.69 -1.06 0.141
H -19.33 -16.55 -2.44 0.426
H -17.92 -14.33 -1.41 0.457
C -12.58 -13.50 3.91 -0.145
C -12.41 -12.13 4.59 -0.576
O -12.97 -12.18 5.90 -0.494
H -13.68 -13.74 3.78 -0.056
H -12.15 -14.29 4.53 -0.010
H -12.03 -13.40 3.00 0.300
H -12.98 -11.36 4.06 0.319
H -11.36 -11.89 4.64 0.366
H -12.82 -11.27 6.29 0.280
C -16.84 -13.55 6.77 -1.057
C -17.61 -14.85 6.80 -0.353
O -17.19 -15.62 5.65 -0.119
H -17.15 -12.88 6.01 0.297
H -15.76 -13.82 6.72 0.111
H -17.07 -13.05 7.70 0.439
H -18.68 -14.70 6.87 0.372
H -17.35 -15.31 7.75 0.337
H -17.64 -16.50 5.63 0.034
C -11.65 -16.26 -4.37 -1.331
C -12.80 -15.97 -3.37 -0.034
O -12.35 -15.12 -2.32 -0.473
H -12.01 -16.92 -5.18 0.368
H -10.89 -16.86 -3.87 0.303
H -11.13 -15.35 -4.66 0.319
H -13.21 -16.87 -2.95 0.319
H -13.54 -15.40 -3.98 0.265
H -12.17 -15.73 -1.55 0.403
C -12.42 -19.82 1.38 -0.602
C -12.87 -20.07 2.72 -0.304
O -14.23 -19.62 2.95 -0.623
H -12.57 -18.77 1.09 -0.042
H -12.99 -20.33 0.61 0.320
H -11.35 -20.02 1.18 0.298
H -12.17 -19.72 3.53 0.149
H -12.94 -21.14 2.98 0.398
H -14.20 -18.69 2.58 0.320
C -11.23 -16.16 0.72 0.698
O -12.05 -16.59 -0.11 -0.835
N -11.06 -16.76 1.94 -0.295
N -10.45 -15.02 0.53 -0.397
H -10.70 -16.20 2.71 0.343
H -11.91 -17.23 2.27 -0.276
H -10.15 -14.82 -0.44 0.240
H -9.80 -14.70 1.21 0.195
C -18.78 -14.64 1.96 0.664
O -17.90 -13.71 1.88 -0.887
N -19.57 -14.85 0.89 -0.320
N -19.00 -15.37 3.11 -0.312
H -19.31 -14.54 0.00 0.176
H -20.36 -15.47 0.92 0.168
H -19.40 -16.30 3.08 0.234
H -18.31 -15.21 3.84 0.238
C -17.36 -18.65 4.40 0.437
O -18.29 -18.08 4.95 -0.809
N -17.49 -19.23 3.21 -0.213
N -16.19 -18.87 5.08 -0.262
H -18.41 -19.48 2.87 0.229
H -16.67 -19.67 2.75 0.178
H -15.29 -19.08 4.66 0.240
H -16.22 -18.39 5.97 0.250
C -14.84 -16.16 2.01 -0.424
O -13.91 -16.85 2.47 0.523
N -15.68 -15.44 2.75 0.456
N -15.05 -16.09 0.70 0.215
H -15.67 -15.63 3.77 -0.314
H -16.34 -14.82 2.33 0.043
H -15.69 -15.38 0.30 -0.251
H -14.23 -16.40 0.17 0.098
C -14.41 -12.64 -0.31 -1.512
C -15.65 -12.83 -1.22 0.570
C -15.26 -13.49 -2.51 -0.991
O -16.60 -13.59 -0.52 -0.386
H -14.65 -12.26 0.66 0.531
H -13.73 -11.90 -0.69 0.552
H -13.78 -13.52 -0.24 0.146
H -16.08 -11.86 -1.44 0.306
H -14.49 -12.89 -2.99 0.461
H -16.06 -13.70 -3.19 0.464
H -14.79 -14.45 -2.36 -0.288
H -16.85 -13.21 0.36 0.215

(2)
17
Properties=species:S:1:pos:R:3:mulliken_charge:R:1 method="wB97M-V/def2-TZVPD" orbital_gap_ev=10.7 smiles="CC(N)=O.CC" e_tot_ev=-7864.18996 e_above_lowest_kj_mol=35.1 charge=0
C 1.68 -0.50 -2.14 -0.953
C 0.79 -1.33 -1.24 -0.607
H 1.30 0.49 -2.38 0.276
H 2.70 -0.34 -1.78 0.260
H 1.76 -0.92 -3.15 0.325
H 1.01 -1.16 -0.18 0.145
H 0.90 -2.38 -1.50 0.423
H -0.23 -0.95 -1.22 0.143
C -1.80 -0.37 1.08 -1.070
C -0.69 0.63 0.86 0.583
O -0.46 1.15 -0.22 -0.582
N 0.12 0.89 1.93 -0.430
H -2.51 -0.25 0.27 0.274
H -2.39 -0.09 1.94 0.445
H 1.01 1.29 1.69 0.240
H 0.06 0.33 2.77 0.211
H -1.32 -1.35 1.14 0.317